# 1
The following is a quantum chemistry calculation of a structure of composition C27H27Cl2GaN4O8PS2, from the Open Molecules 2025 dataset.

Geometry (Å):
C1 0.1419 -1.5313 3.0715
C2 0.2962 -2.7114 1.9433
Cl1 1.9852 -3.3967 1.6064
C3 -0.9265 -3.1985 1.2490
Cl2 -0.7361 -4.6040 -0.0021
Ga1 -2.8487 -2.4996 1.5443
S1 -3.8312 -3.4382 3.4539
P1 -3.0777 -0.1740 1.5237
S2 -2.6198 0.5471 -0.2247
H1 1.0939 -1.6312 3.7884
H2 -0.7915 -1.6368 3.7742
H3 0.2495 -0.4926 2.5452
H4 -3.7509 -3.0579 0.3074
H5 -4.9586 -4.2153 3.0361
H6 -2.3871 0.4939 2.6354
H7 -4.5009 0.1311 1.7283
C4 -9.2913 3.6349 1.7364
C5 -9.1155 3.6538 0.3519
C6 -8.2833 2.7151 -0.2608
C7 -7.6325 1.7545 0.5257
C8 -7.8011 1.7380 1.9166
C9 -8.6337 2.6837 2.5184
N1 -6.7764 0.7491 -0.1152
O1 -6.6376 0.8086 -1.3460
O2 -6.2450 -0.1038 0.6102
H8 -9.9456 4.3654 2.2090
H9 -9.6303 4.3992 -0.2506
H10 -8.1568 2.7431 -1.3409
H11 -7.2982 1.0012 2.5396
H12 -8.7734 2.6773 3.5971
C10 3.2945 -4.2019 -2.1626
C11 3.8028 -4.2315 -3.4622
C12 5.1625 -4.0078 -3.6871
C13 6.0088 -3.7587 -2.5979
C14 5.4999 -3.7208 -1.2929
C15 4.1378 -3.9433 -1.0807
N2 7.4435 -3.5480 -2.8254
O3 7.8520 -3.5704 -3.9960
O4 8.1645 -3.3640 -1.8342
H13 2.2346 -4.3825 -1.9916
H14 3.1390 -4.4322 -4.3004
H15 5.5431 -4.0342 -4.7058
H16 6.1445 -3.5238 -0.4388
H17 3.7336 -3.9189 -0.0711
C16 -3.8138 3.7661 -3.1640
C17 -3.5848 4.9774 -3.8184
C18 -4.4859 6.0337 -3.6711
C19 -5.6158 5.8667 -2.8586
C20 -5.8521 4.6491 -2.2065
C21 -4.9453 3.5990 -2.3638
N3 -6.5534 6.9816 -2.6793
O5 -6.3196 8.0364 -3.2879
O6 -7.5224 6.8060 -1.9268
H18 -3.1054 2.9472 -3.2774
H19 -2.7014 5.0995 -4.4416
H20 -4.2932 6.9714 -4.1877
H21 -6.7275 4.5041 -1.5769
H22 -5.1183 2.6509 -1.8594
C22 9.1706 -1.8043 0.5291
C23 9.2346 -2.7902 1.5150
C24 9.8121 -2.5048 2.7537
C25 10.3207 -1.2215 2.9970
C26 10.2647 -0.2321 2.0063
C27 9.6873 -0.5302 0.7705
N4 10.9061 -0.9077 4.3060
O7 10.9543 -1.8153 5.1496
O8 11.3145 0.2472 4.4941
H23 8.7143 -2.0300 -0.4332
H24 8.8310 -3.7813 1.3188
H25 9.8543 -3.2840 3.5116
H26 10.6601 0.7666 2.1800
H27 9.6364 0.2319 -0.0040

Computed properties:
* HOMO: -5.05 eV
* total charge: -1
* molecular weight: 771.27 u
* E_LUMO: 0.59 eV

=====

# 2
The following is a quantum chemistry calculation of the ion C21H33N2O2 with charge +1, from the Open Molecules 2025 dataset.

Geometry (Å):
C1 3.7968 3.5231 -0.6757
C2 3.4246 2.2246 -1.3775
C3 1.8946 2.1093 -1.5371
C4 1.5214 0.8443 -2.2139
N1 1.4333 0.6802 -3.5390
C5 1.5623 1.6968 -4.5618
C6 0.1995 2.2732 -4.9338
C7 1.1089 -0.6381 -3.7949
C8 0.8872 -1.3265 -4.9809
C9 0.5766 -2.6665 -4.8753
C10 0.4851 -3.3036 -3.6352
C11 0.7060 -2.6287 -2.4526
C12 1.0225 -1.2805 -2.5488
N2 1.3056 -0.3226 -1.5944
C13 1.2549 -0.5536 -0.1717
C14 -0.1731 -0.3393 0.3562
O1 -1.0192 -1.2271 -0.3216
C15 -0.2523 -0.5749 1.8717
O2 -1.6176 -0.5202 2.1875
C16 -1.9733 -0.9778 3.4933
C17 -1.5602 0.0064 4.5887
C18 -2.0495 -0.4795 5.9505
C19 -3.5635 -0.6615 5.9471
C20 -3.9745 -1.6446 4.8560
C21 -3.4891 -1.1637 3.4922
H1 3.4527 4.3829 -1.2448
H2 4.8755 3.5934 -0.5709
H3 3.3539 3.5678 0.3160
H4 3.7975 1.3756 -0.8018
H5 3.8992 2.1896 -2.3598
H6 1.5308 2.9609 -2.1128
H7 1.4282 2.1541 -0.5526
H8 2.0244 1.2302 -5.4341
H9 2.2274 2.4835 -4.2039
H10 -0.4630 1.4905 -5.2938
H11 0.3197 3.0128 -5.7196
H12 -0.2674 2.7525 -4.0769
H13 0.9492 -0.8420 -5.9414
H14 0.3947 -3.2373 -5.7719
H15 0.2317 -4.3512 -3.6048
H16 0.6112 -3.1213 -1.5005
H17 1.5446 -1.5904 0.0072
H18 1.9526 0.1072 0.3426
H19 -0.4908 0.6979 0.1533
H20 -1.8243 -1.3020 0.2125
H21 0.1602 -1.5648 2.1217
H22 0.3255 0.1922 2.4044
H23 -1.4808 -1.9482 3.6711
H24 -1.9978 0.9808 4.3618
H25 -0.4734 0.1161 4.6074
H26 -1.7603 0.2406 6.7173
H27 -1.5697 -1.4319 6.1879
H28 -3.8940 -1.0275 6.9200
H29 -4.0455 0.3019 5.7693
H30 -5.0596 -1.7518 4.8371
H31 -3.5444 -2.6256 5.0696
H32 -3.7645 -1.8793 2.7154
H33 -3.9509 -0.2062 3.2464

Computed properties:
* HOMO: -12.29 eV
* total charge: +1
* molecular weight: 345.51 u
* E_LUMO: -2.63 eV
* SMILES string: CCCc1n(CC)c2ccccc2[n+]1C[C@@H](O)COC1CCCCC1
* energy above the lowest of the compared OMol25 structures with the same formula, charge and spin: 0.0000 eV

=====

# 3
The following is a quantum chemistry calculation of an isolated molecule of C2H3N3O, from the Open Molecules 2025 dataset.

Geometry (Å):
O1 1.7726 -0.1008 0.3627
C1 0.8139 0.6066 -0.5094
N1 0.2578 -0.6122 -0.8826
C2 -0.8332 -0.6509 -0.2024
N2 -1.0553 0.5645 0.3796
N3 -0.0405 1.4052 0.1803
H1 2.3961 -0.5292 -0.2270
H2 -1.4509 -1.5160 -0.0200
H3 -1.8606 0.8327 0.9188

Computed properties:
* HOMO (alpha / beta): -8.81 / -8.80 eV
* molecular weight: 85.07 u
* E_LUMO (alpha / beta): -0.43 / -0.43 eV
* SMILES string: Oc1nc[nH]n1
* energy above the lowest of the compared OMol25 structures with the same formula, charge and spin: 4.3157 eV

=====

# 4
The following is a quantum chemistry calculation of a structure of composition C26H24F6N4PPdSSb, from the Open Molecules 2025 dataset.

Geometry (Å):
Pd1 -0.1050 0.1060 -0.1779
N1 -4.3134 -0.7865 0.4971
C1 -2.9970 -0.3612 0.4610
S1 -1.8989 -1.3352 -0.4967
N2 -2.6644 0.7091 1.0902
N3 -1.3652 1.0673 0.9703
C2 -0.8393 2.0891 1.6771
C3 -1.6306 2.9155 2.6080
C4 -2.5499 2.3557 3.5022
C5 -3.3082 3.1584 4.3374
C6 -3.1639 4.5387 4.3152
C7 -2.2450 5.1090 3.4469
C8 -1.4976 4.3095 2.5979
C9 0.5360 2.3343 1.4262
C10 1.3597 3.1370 2.2541
C11 2.6794 3.3154 1.9530
C12 3.2184 2.6943 0.8092
C13 2.4051 1.8608 0.0853
N4 1.1112 1.6635 0.3615
H1 -4.4195 -1.7780 0.3651
H2 -4.8465 -0.4064 1.2634
H3 -2.6481 1.2834 3.5478
H4 -4.0212 2.7050 5.0154
H5 -3.7688 5.1665 4.9579
H6 -2.1152 6.1844 3.4195
H7 -0.8158 4.7687 1.8944
H8 0.9356 3.5604 3.1518
H9 3.3161 3.9044 2.6006
H10 4.2533 2.8255 0.5285
H11 2.8018 1.3221 -0.7669
F1 0.7429 -1.1751 1.8915
Sb1 1.8746 -1.8204 3.3049
F2 0.4675 -2.9652 3.8625
F3 2.5277 -3.1791 2.1211
F4 2.9916 -2.4999 4.6787
F5 3.2643 -0.6899 2.6536
F6 1.2731 -0.4275 4.4380
C14 1.2221 -2.9626 -1.0122
P1 1.1758 -1.2118 -1.5359
C15 2.8959 -1.0360 -2.1356
C16 3.9173 -1.1386 -1.1892
C17 5.2434 -1.0787 -1.5850
C18 5.5609 -0.9056 -2.9254
C19 4.5498 -0.7849 -3.8673
C20 3.2196 -0.8480 -3.4755
C21 0.2180 -1.2051 -3.1021
C22 -0.1301 -2.3506 -3.8051
C23 -0.9422 -2.2642 -4.9287
C24 -1.3991 -1.0325 -5.3655
C25 -1.0453 0.1213 -4.6771
C26 -0.2474 0.0340 -3.5505
H12 1.7656 -3.5750 -1.7312
H13 0.1967 -3.3114 -0.8897
H14 1.7140 -3.0150 -0.0388
H15 3.6666 -1.2662 -0.1401
H16 6.0309 -1.1679 -0.8476
H17 6.5973 -0.8600 -3.2364
H18 4.7955 -0.6452 -4.9127
H19 2.4330 -0.7594 -4.2132
H20 0.2040 -3.3203 -3.4572
H21 -1.2238 -3.1671 -5.4564
H22 -2.0462 -0.9703 -6.2317
H23 -1.4095 1.0852 -5.0092
H24 -0.0055 0.9256 -2.9851

Computed properties:
* expectation value of S²: 0.770
* HOMO (alpha / beta): -2.91 / -4.83 eV
* 2S+1: 2
* total charge: -1
* molecular weight: 797.71 u
* E_LUMO (alpha / beta): 2.45 / 2.45 eV
* energy above the lowest of the compared OMol25 structures with the same formula, charge and spin: 0.0000 eV

=====

# 5
The following is a quantum chemistry calculation of an isolated molecule of C9H9N3S2, from the Open Molecules 2025 dataset.

Geometry (Å):
C1 2.1354 0.1437 -0.2699
C2 0.7452 -1.3670 -0.7707
C3 -0.7622 1.3161 0.3864
C4 0.0811 2.3461 0.4699
C5 -0.5683 0.3388 1.4639
C6 0.9446 2.4484 1.6203
C7 0.4863 -0.4663 1.4515
C8 2.2013 2.0158 1.6829
C9 -0.4503 -3.0961 -2.3968
N1 2.3221 -0.1143 -1.5066
N2 1.3814 -0.9863 -1.8527
N3 1.1424 -0.5838 0.2854
S1 3.2875 1.1297 0.6123
S2 -0.4233 -2.7005 -0.6304
H1 -1.5647 0.9596 -0.2404
H2 0.3028 3.1064 -0.3366
H3 -1.3424 0.2802 2.2376
H4 0.3292 2.7591 2.4987
H5 0.7503 -1.1817 2.1439
H6 2.7222 2.1919 2.6828
H7 0.5648 -3.6214 -2.6497
H8 -0.3773 -2.0558 -2.9422
H9 -1.2859 -3.7889 -2.6460

Computed properties:
* expectation value of S²: 2.009
* HOMO (alpha / beta): -5.39 / -8.56 eV
* 2S+1: 3
* molecular weight: 223.33 u
* E_LUMO (alpha / beta): 0.66 / -2.60 eV

=====

# 6
The following is a quantum chemistry calculation of a cluster of 2 separate species, C7H17N in total, from the Open Molecules 2025 dataset.

Geometry (Å):
C1 -1.8130 0.6935 -0.4514
C2 -1.3586 -0.1179 0.5212
C3 -1.6744 -1.5859 0.5517
C4 -0.8865 0.4535 1.8396
N1 0.1950 -0.3495 2.4026
H1 -2.3959 0.3000 -1.2685
H2 -1.8182 1.7658 -0.3282
H3 -2.5391 -1.7729 1.1879
H4 -1.8943 -1.9565 -0.4482
H5 -0.8343 -2.1295 0.9822
H6 -0.6249 1.5152 1.7008
H7 -1.7177 0.4149 2.5549
H8 0.4366 -0.0100 3.3254
H9 1.0234 -0.2677 1.8225
C5 0.6669 0.4825 -2.2943
C6 1.3471 -0.3062 -1.2130
C7 2.3734 0.5068 -0.4335
H10 1.3520 1.0990 -2.8732
H11 0.1140 -0.1558 -2.9798
H12 -0.1705 1.0816 -1.7814
H13 1.8038 -1.2116 -1.6156
H14 0.5137 -0.5932 -0.4849
H15 2.8416 -0.0972 0.3439
H16 3.1603 0.8703 -1.0933
H17 1.8995 1.3708 0.0327

Computed properties:
* HOMO: -9.13 eV
* molecular weight: 115.22 u
* E_LUMO: 0.94 eV
* SMILES string: C=C(C)CN.CCC
* energy above the lowest of the compared OMol25 structures with the same formula, charge and spin: 1.4073 eV

=====

# 7
The following is a quantum chemistry calculation of a structure of composition C44H44BrNNbO7, from the Open Molecules 2025 dataset.

Geometry (Å):
C1 1.3226 -9.1190 -2.9803
C2 0.5333 -8.9530 -1.6383
O1 -0.4193 -9.6438 -1.4237
O2 1.0209 -7.9823 -0.7929
C3 0.0175 -7.0069 -0.4549
C4 -0.3724 -6.0615 -1.6379
C5 0.8093 -5.1518 -2.1558
Nb1 0.6784 -2.9472 -1.6089
C6 2.9680 -2.9548 -1.3138
C7 3.4337 -2.9100 0.1826
C8 2.8789 -4.0631 1.0852
O3 3.2156 -1.5965 0.7464
C9 -1.5786 -2.8194 -2.0248
C10 -2.4004 -2.3810 -0.7727
C11 -2.4018 -3.4126 0.4129
Br1 -4.3352 -2.0913 -1.2883
C12 1.0847 -2.3314 -3.7751
C13 1.9828 -3.0673 -4.6895
C14 2.1604 -2.5218 -6.0021
N1 1.6085 -1.4426 -6.5737
C15 0.7792 -0.7372 -5.7743
C16 0.5102 -1.1591 -4.4336
H1 1.8530 -8.1793 -3.2446
H2 0.6007 -9.3509 -3.7915
H3 2.0352 -9.9647 -2.8614
H4 0.3050 -6.4111 0.4433
H5 -0.9267 -7.5415 -0.1627
H6 -1.2910 -5.5169 -1.3254
H7 -0.6806 -6.7144 -2.5031
H8 0.9315 -5.2393 -3.2629
H9 1.7545 -5.5718 -1.7106
H10 0.6249 -1.1479 -1.2115
H11 0.3643 -3.2664 0.1549
H12 3.4096 -3.8010 -1.8965
H13 3.3390 -2.0157 -1.8083
H14 4.5563 -3.0364 0.1756
H15 3.6361 -4.5303 1.7550
H16 2.4690 -4.8701 0.4233
H17 2.0154 -3.7158 1.7058
H18 4.0346 -1.2818 1.1503
H19 -1.6923 -1.9921 -2.7717
H20 -1.9735 -3.7514 -2.4943
H21 -2.0610 -1.3925 -0.3921
H22 -3.3877 -3.9399 0.4479
H23 -2.2990 -2.8737 1.3897
H24 -1.6041 -4.1793 0.3589
H25 2.5141 -3.9765 -4.3435
H26 2.8711 -3.0865 -6.6542
H27 0.3018 0.1843 -6.1591
H28 -0.2012 -0.5424 -3.8393
C17 -3.1441 1.9127 -3.4284
C18 -3.2063 2.8999 -4.4081
C19 -2.3852 4.0149 -4.3261
C20 -1.5057 4.1535 -3.2572
C21 -1.4608 3.1746 -2.2624
C22 -2.2736 2.0501 -2.3575
C23 -0.5641 3.3288 -1.0905
O4 -0.5227 2.4742 -0.2266
C24 0.2751 4.5499 -0.9879
C25 1.0795 4.7383 0.1321
C26 1.8763 5.8686 0.2314
C27 1.8803 6.8120 -0.7921
C28 1.0766 6.6316 -1.9074
C29 0.2648 5.5058 -2.0048
C30 -0.6183 5.3410 -3.1881
O5 -0.6175 6.1677 -4.0808
H29 -3.7793 1.0373 -3.4980
H30 -3.8955 2.7972 -5.2379
H31 -2.4329 4.7781 -5.0932
H32 -2.2322 1.2816 -1.5946
H33 1.0825 4.0058 0.9296
H34 2.4979 6.0155 1.1068
H35 2.5090 7.6915 -0.7165
H36 1.0789 7.3701 -2.6997
C31 0.0484 5.5385 9.2688
C32 -1.1442 6.2217 9.0472
C33 -1.8472 6.0279 7.8680
C34 -1.3550 5.1588 6.8993
C35 -0.1479 4.4926 7.1113
C36 0.5460 4.6767 8.3035
C37 0.4160 3.5985 6.0657
O6 1.4666 3.0160 6.2543
C38 -0.3221 3.4390 4.7888
C39 0.2187 2.6508 3.7759
C40 -0.4689 2.4841 2.5817
C41 -1.7057 3.0973 2.3989
C42 -2.2467 3.8875 3.4021
C43 -1.5537 4.0693 4.5959
C44 -2.1263 4.9452 5.6466
O7 -3.2048 5.4854 5.4877
H37 0.5924 5.6838 10.1947
H38 -1.5257 6.9045 9.7972
H39 -2.7774 6.5571 7.7010
H40 1.4768 4.1508 8.4768
H41 1.1788 2.1692 3.9154
H42 -0.0446 1.8763 1.7961
H43 -2.2444 2.9605 1.4699
H44 -3.2069 4.3660 3.2529

Computed properties:
* HOMO: -5.15 eV
* total charge: -1
* molecular weight: 871.65 u
* E_LUMO: 0.48 eV

=====

# 8
The following is a quantum chemistry calculation of the ion C7H15N with charge -1, from the Open Molecules 2025 dataset.

Geometry (Å):
C1 -1.2474 -0.0819 2.2532
C2 -0.1048 -0.9170 1.5832
N1 0.1466 -0.7274 0.1666
C3 -1.0617 -0.8558 -0.7557
C4 -1.2029 0.4020 -1.5879
C5 0.2457 0.8666 -1.5886
C6 0.8426 0.5131 -0.2498
C7 2.4154 0.2415 -0.4199
H1 -2.1163 -0.4553 1.8836
H2 -0.9480 0.9597 2.0324
H3 -1.4251 -0.2389 3.2147
H4 0.8826 -0.6882 2.0732
H5 -0.2253 -2.0372 1.8764
H6 -1.9415 -1.0430 -0.0799
H7 -0.6842 -1.6195 -1.4600
H8 -1.5759 0.0220 -2.5772
H9 -1.8894 1.1790 -1.2590
H10 0.7401 0.4498 -2.4614
H11 0.2273 2.0322 -1.7677
H12 0.7368 1.3884 0.5647
H13 2.8461 1.2222 -0.4172
H14 2.5220 -0.1896 -1.3457
H15 2.8173 -0.4229 0.3222

Computed properties:
* expectation value of S²: 0.750
* HOMO (alpha / beta): 1.46 / -4.64 eV
* 2S+1: 2
* total charge: -1
* molecular weight: 113.20 u
* E_LUMO (alpha / beta): 4.01 / 3.83 eV
* energy above the lowest of the compared OMol25 structures with the same formula, charge and spin: 1.4636 eV

=====

> The lowest molecular weight belongs to which entry?

C2H3N3O

=====

> Number 7 is which compound?

C44H44BrNNbO7

=====

> What is the molecular weight in the third record?

85.07 u

=====

> molecular weight of number 3 (C2H3N3O)?

85.07 u